[1]
C3H6N4O2 | ωB97M-V/def2-TZVPD

Properties
E_LUMO	-0.981	eV
gap between HOMO and LUMO	8.25	eV
charge	0
relative energy (zero: lowest compared OMol25 entry of this formula, charge and spin)	864.4	kJ/mol
E_tot	-13255.31050	eV

Last column: natural (NBO) charge in e.
Cartesian coordinates (Å):
C 1.560 -0.285 -0.138  0.513
C -0.576 -0.782 0.001  0.345
C -2.650 0.469 -0.284  0.537
H 0.092 2.008 -0.740  0.482
H 3.140 0.832 0.925  0.422
H 2.808 -2.107 0.029  0.382
H -0.223 -1.612 0.356  0.192
H -2.272 -1.274 0.898  0.419
H -1.859 1.144 -0.868  0.140
N 2.359 0.795 0.038  -0.380
N 1.749 -1.531 -0.125  -0.775
N 0.187 0.084 -0.465  -0.514
N -1.981 -0.687 0.129  -0.631
O 1.471 2.218 0.131  -0.580
O -3.805 0.731 0.112  -0.549

[2]
C3H6N4S | ωB97M-V/def2-TZVPD

Properties
E_LUMO	0.894	eV
SMILES	Nn1[nH]cc/c1=N\S
gap between HOMO and LUMO	8.42	eV
charge	0
relative energy (zero: lowest compared OMol25 entry of this formula, charge and spin)	274.8	kJ/mol
E_tot	-20001.48803	eV

Last column: natural (NBO) charge in e.
Cartesian coordinates (Å):
N 1.510 -0.843 -1.202  -0.634
N 0.461 0.014 -0.899  -0.112
N -0.731 -0.249 -1.621  -0.403
C -1.763 0.201 -0.817  0.042
C -1.325 0.465 0.435  -0.387
C 0.099 0.236 0.439  0.338
N 1.009 0.131 1.345  -0.666
S 0.460 0.400 2.955  0.126
H 2.352 -0.257 -1.171  0.367
H 1.617 -1.550 -0.461  0.358
H -0.685 0.096 -2.559  0.388
H -2.741 0.256 -1.249  0.220
H -1.934 0.748 1.288  0.245
H 1.670 0.352 3.517  0.117

[3]
C3H6N4S | ωB97M-V/def2-TZVPD

Properties
E_LUMO (alpha / beta)	-0.079 / 0.536	eV
gap between HOMO and LUMO (alpha / beta)	6.26 / 7.37	eV
charge	0
relative energy (zero: lowest compared OMol25 entry of this formula, charge and spin)	652.1	kJ/mol
E_tot	-19997.57721	eV

Last column: natural (NBO) charge in e.
Cartesian coordinates (Å):
C -0.549 -1.141 -0.183  -0.084
C -1.894 -1.584 0.061  -0.506
C -3.320 0.805 0.207  0.061
N -3.289 1.997 -0.070  -0.624
N -0.372 0.142 -0.168  -0.231
N 1.968 -0.163 -0.391  -0.676
N 0.823 0.628 -0.189  -0.255
S -3.371 -0.762 -0.319  0.473
H 0.162 -1.767 -0.572  0.198
H -2.083 -2.663 -0.269  0.218
H -3.243 2.826 0.616  0.392
H 2.263 -0.019 -1.398  0.330
H 2.761 0.335 0.074  0.355
H 1.020 1.509 -0.583  0.348

[4]
C3H6N4S | ωB97M-V/def2-TZVPD

Properties
E_LUMO	0.648	eV
SMILES	[H]/N=c1/cc(N)[nH]n1S
gap between HOMO and LUMO	8.55	eV
charge	0
relative energy (zero: lowest compared OMol25 entry of this formula, charge and spin)	207.9	kJ/mol
E_tot	-20002.18126	eV

Last column: natural (NBO) charge in e.
Cartesian coordinates (Å):
H 2.457 1.742 -0.217  0.332
N 1.487 2.079 -0.109  -0.716
C 0.733 1.056 0.120  0.371
C -0.635 1.090 -0.056  -0.416
C -1.125 -0.194 -0.087  0.382
N -2.386 -0.708 -0.154  -0.793
N -0.097 -1.102 0.093  -0.450
N 1.087 -0.306 0.359  -0.441
S 2.462 -0.967 -0.307  0.222
H -1.217 1.997 -0.339  0.239
H -3.058 -0.013 -0.318  0.392
H -2.447 -1.538 -0.706  0.390
H -0.216 -1.784 0.860  0.385
H 2.955 -1.353 0.862  0.103

[5]
C3H6N4S | ωB97M-V/def2-TZVPD

Properties
E_LUMO	-0.422	eV
gap between HOMO and LUMO	7.39	eV
charge	0
relative energy (zero: lowest compared OMol25 entry of this formula, charge and spin)	659.7	kJ/mol
E_tot	-19997.49896	eV

Last column: natural (NBO) charge in e.
Cartesian coordinates (Å):
C 1.074 -1.065 -1.213  0.132
C -1.080 -0.198 -1.982  -0.386
C 0.160 0.855 2.348  -0.439
N -0.295 0.260 0.207  -0.272
N 1.692 -0.407 1.074  -0.312
N 0.001 -0.359 -0.974  -0.263
N 0.593 0.140 1.131  0.060
S 1.889 -2.042 -2.092  0.142
H -0.749 0.438 -2.674  0.204
H -1.401 -1.033 -2.516  0.219
H -2.004 0.371 -1.523  0.244
H 0.931 0.976 3.031  0.223
H -0.599 0.157 2.811  0.220
H -0.213 1.906 2.372  0.231

[6]
C3H6N4S | ωB97M-V/def2-TZVPD

Properties
E_LUMO	0.428	eV
SMILES	CNn1[nH]ncc1=S
gap between HOMO and LUMO	8.58	eV
charge	0
relative energy (zero: lowest compared OMol25 entry of this formula, charge and spin)	292.4	kJ/mol
E_tot	-20001.30523	eV

Last column: natural (NBO) charge in e.
Cartesian coordinates (Å):
C 1.720 -0.895 0.525  -0.443
N 0.986 -0.573 -0.713  -0.439
N -0.227 0.018 -0.420  -0.064
N -1.319 -0.811 -0.251  -0.222
N -2.412 -0.099 0.046  -0.170
C -1.986 1.147 0.196  -0.071
C -0.532 1.276 -0.081  -0.018
S 0.574 2.475 -0.151  -0.237
H 1.904 0.036 1.085  0.213
H 1.227 -1.744 1.055  0.210
H 2.730 -1.264 0.224  0.213
H 1.524 0.157 -1.156  0.390
H -1.499 -1.607 -0.878  0.411
H -2.689 1.883 0.519  0.226

[7]
C3H6NO | ωB97M-V/def2-TZVPD

Properties
E_LUMO (alpha / beta)	4.419 / 4.419	eV
gap between HOMO and LUMO (alpha / beta)	5.82 / 5.82	eV
charge	-1
relative energy (zero: lowest compared OMol25 entry of this formula, charge and spin)	207.0	kJ/mol
E_tot	-6740.95515	eV

Last column: natural (NBO) charge in e.
Cartesian coordinates (Å):
C 0.766 -0.746 -0.028  -0.463
C 1.068 0.692 -0.007  -0.454
C -0.265 0.160 0.440  -0.239
N -1.900 0.335 -0.463  -0.244
O -2.757 -0.348 0.225  -0.738
H 0.722 -1.314 -0.995  0.183
H 1.335 -1.361 0.713  0.172
H 1.924 1.110 0.784  0.152
H 1.302 1.339 -0.930  0.185
H -0.679 0.326 1.463  0.202
H -1.516 -0.193 -1.202  0.244

[8]
C3H6NO | ωB97M-V/def2-TZVPD

Properties
E_LUMO	-5.757	eV
SMILES	C=[NH+]CC=O
gap between HOMO and LUMO	9.41	eV
charge	+1
relative energy (zero: lowest compared OMol25 entry of this formula, charge and spin)	105.3	kJ/mol
E_tot	-6736.88521	eV

Last column: natural (NBO) charge in e.
Cartesian coordinates (Å):
C 0.633 -1.480 -0.256  0.134
N 0.824 -0.392 0.389  -0.396
C 0.245 0.890 -0.034  -0.356
C -1.310 0.887 0.110  0.437
O -1.931 -0.109 0.414  -0.456
H 0.090 -1.471 -1.272  0.240
H 0.665 -2.511 0.191  0.266
H 1.423 -0.325 1.175  0.448
H 0.363 0.909 -1.073  0.248
H 0.688 1.809 0.552  0.278
H -1.691 1.791 -0.195  0.159

[9]
C3H6NO2 | ωB97M-V/def2-TZVPD

Properties
E_LUMO	3.987	eV
SMILES	CC(=O)NC[O-]
gap between HOMO and LUMO	6.48	eV
charge	-1
relative energy (zero: lowest compared OMol25 entry of this formula, charge and spin)	212.0	kJ/mol
E_tot	-8793.01913	eV

Last column: natural (NBO) charge in e.
Cartesian coordinates (Å):
C 1.794 -0.306 -0.608  -0.696
C 0.464 0.426 -0.408  0.645
O 0.368 1.653 -0.496  -0.690
N -0.544 -0.353 0.126  -0.657
C -1.772 0.215 0.876  0.181
O -2.671 -0.638 1.079  -0.897
H 1.928 -0.028 -1.726  0.207
H 2.564 0.077 -0.055  0.217
H 1.659 -1.439 -0.607  0.195
H -0.366 -1.341 -0.120  0.365
H -2.194 1.046 0.259  0.070
H -1.229 0.689 1.680  0.060

[10]
C3H6NO2 | ωB97M-V/def2-TZVPD

Properties
E_LUMO	4.380	eV
gap between HOMO and LUMO	8.55	eV
charge	-1
relative energy (zero: lowest compared OMol25 entry of this formula, charge and spin)	119.9	kJ/mol
E_tot	-8793.97409	eV

Last column: natural (NBO) charge in e.
Cartesian coordinates (Å):
O -1.183 1.082 -1.011  -0.805
C -2.302 0.687 -0.613  0.630
O -2.572 -0.255 0.161  -0.790
H -3.175 1.291 -0.989  -0.011
C 1.698 -0.224 -0.557  -0.461
C 0.570 -0.505 1.449  -0.070
N 1.686 -0.586 0.860  -0.443
H 1.123 0.676 -0.769  0.241
H 1.246 -1.039 -1.129  0.195
H 2.739 -0.151 -0.880  0.165
H 0.532 -0.795 2.503  0.134
H -0.362 -0.183 0.973  0.215

[11]
C3H6NO2 | ωB97M-V/def2-TZVPD

Properties
E_LUMO	3.984	eV
SMILES	CCNC(=O)[O-]
gap between HOMO and LUMO	7.53	eV
charge	-1
relative energy (zero: lowest compared OMol25 entry of this formula, charge and spin)	79.4	kJ/mol
E_tot	-8794.39350	eV

Last column: natural (NBO) charge in e.
Cartesian coordinates (Å):
C -0.089 1.589 -0.852  -0.628
C -0.479 0.273 0.066  -0.210
N 0.688 -0.697 0.057  -0.696
C 0.261 -1.923 0.635  0.840
O -0.898 -2.389 0.431  -0.807
O 1.143 -2.507 1.323  -0.818
H -0.062 1.224 -1.882  0.205
H 0.778 2.060 -0.517  0.185
H -0.829 2.284 -0.608  0.185
H -1.393 -0.196 -0.439  0.228
H -0.575 0.560 1.179  0.160
H 1.456 -0.278 0.606  0.358

[12]
C3H6NO2 | ωB97M-V/def2-TZVPD

Properties
E_LUMO	3.792	eV
gap between HOMO and LUMO	7.76	eV
charge	-1
relative energy (zero: lowest compared OMol25 entry of this formula, charge and spin)	190.8	kJ/mol
E_tot	-8793.23965	eV

Last column: natural (NBO) charge in e.
Cartesian coordinates (Å):
C -0.552 -2.065 -1.132  -0.448
C -0.908 0.180 -0.501  -0.031
N -1.399 -0.842 -1.053  -0.445
H 0.469 -1.784 -0.860  0.199
H -0.665 -2.402 -2.160  0.195
H -0.879 -2.860 -0.459  0.186
H -1.369 1.151 -0.747  0.148
H -0.312 0.247 0.422  0.188
O 1.251 2.014 2.854  -0.791
C 1.421 2.085 1.619  0.612
O 2.216 1.466 0.891  -0.791
H 0.728 2.809 1.126  -0.022

[13]
C3H6NO2 | ωB97M-V/def2-TZVPD

Properties
E_LUMO	4.300	eV
SMILES	CC(=O)NC[O-]
gap between HOMO and LUMO	7.51	eV
charge	-1
relative energy (zero: lowest compared OMol25 entry of this formula, charge and spin)	259.6	kJ/mol
E_tot	-8792.52624	eV

Last column: natural (NBO) charge in e.
Cartesian coordinates (Å):
C -0.525 1.209 -1.155  -0.756
C -0.508 0.869 0.490  0.722
O -0.805 1.743 1.261  -0.658
N -0.050 -0.404 0.722  -0.785
C 0.786 -1.664 0.040  0.232
O 1.067 -1.540 -1.158  -0.837
H -0.536 2.358 -1.193  0.188
H 0.461 0.945 -1.632  0.239
H -1.266 0.598 -1.680  0.215
H -0.680 -0.949 1.265  0.355
H 0.117 -2.547 0.404  0.016
H 1.636 -1.684 0.712  0.069

[14]
C3H6NO2 | ωB97M-V/def2-TZVPD

Properties
E_LUMO	4.435	eV
gap between HOMO and LUMO	8.21	eV
charge	-1
relative energy (zero: lowest compared OMol25 entry of this formula, charge and spin)	119.5	kJ/mol
E_tot	-8793.97872	eV

Last column: natural (NBO) charge in e.
Cartesian coordinates (Å):
C -0.817 -0.974 2.298  -0.424
C 0.297 -0.361 1.893  -0.356
H -1.570 -0.405 2.842  0.165
H -0.975 -2.027 2.118  0.187
H 0.757 0.482 2.398  0.176
H 0.873 -0.823 1.099  0.237
N -0.612 1.377 -1.260  -0.922
C 0.230 0.238 -1.067  0.855
O 1.448 0.419 -0.851  -0.814
O -0.383 -0.858 -1.124  -0.821
H -0.133 2.259 -1.350  0.353
H -1.370 1.214 -1.902  0.362

[15]
C3H6NO2 | ωB97M-V/def2-TZVPD

Properties
E_LUMO (alpha / beta)	-5.876 / -5.875	eV
gap between HOMO and LUMO (alpha / beta)	6.75 / 6.75	eV
charge	+1
relative energy (zero: lowest compared OMol25 entry of this formula, charge and spin)	313.5	kJ/mol
E_tot	-8782.73234	eV

Last column: natural (NBO) charge in e.
Cartesian coordinates (Å):
C 1.308 -0.609 0.601  -0.224
C 2.348 0.065 0.130  0.638
C -1.366 1.174 0.010  0.135
N -1.718 -0.047 -0.395  -0.578
O 0.401 -1.390 -0.040  -0.689
O 3.300 0.639 -0.209  -0.363
H 0.922 -0.471 1.550  0.232
H -1.040 1.969 -0.633  0.233
H -1.544 1.504 0.993  0.223
H -2.043 -0.654 0.278  0.427
H 0.674 -1.626 -0.985  0.493
H -1.241 -0.555 -1.300  0.475

[16]
C3H6NO2S | ωB97M-V/def2-TZVPD

Properties
E_LUMO	4.103	eV
gap between HOMO and LUMO	8.26	eV
charge	-1
relative energy (zero: lowest compared OMol25 entry of this formula, charge and spin)	328.9	kJ/mol
E_tot	-19627.11930	eV

Last column: natural (NBO) charge in e.
Cartesian coordinates (Å):
C 0.171 -0.437 1.293  -0.426
C -0.616 0.265 0.536  -0.127
C -0.482 0.175 -0.974  -0.657
N -2.538 -1.932 -0.389  -1.115
O -2.656 -4.014 1.203  -0.976
O -2.943 -1.752 2.195  -0.976
S -2.692 -2.530 0.943  2.078
H 0.837 -1.043 0.747  0.172
H 0.147 -0.508 2.298  0.188
H -1.406 0.909 0.945  0.196
H -1.511 0.226 -1.354  0.240
H -0.141 -0.749 -1.433  0.226
H 0.125 1.118 -1.355  0.176

[17]
C3H6NO2S | ωB97M-V/def2-TZVPD

Properties
E_LUMO (alpha / beta)	-7.838 / -7.658	eV
gap between HOMO and LUMO (alpha / beta)	6.72 / 7.19	eV
charge	+1
relative energy (zero: lowest compared OMol25 entry of this formula, charge and spin)	552.7	kJ/mol
E_tot	-19615.62023	eV

Last column: natural (NBO) charge in e.
Cartesian coordinates (Å):
C -0.553 0.034 0.891  -0.303
C -0.072 1.307 0.244  -0.664
C -0.340 -1.009 -1.257  -0.163
N -0.116 -1.032 -0.008  0.123
O 0.727 -1.765 0.510  -0.323
O 2.403 0.205 0.414  -0.633
S 1.634 0.985 -0.475  1.370
H -0.121 -0.330 1.816  0.279
H -1.618 0.106 1.186  0.274
H -0.760 1.533 -0.589  0.266
H -0.171 2.251 0.912  0.303
H 0.086 -1.740 -1.790  0.229
H -1.098 -0.546 -1.856  0.242

[18]
C3H6NO3 | ωB97M-V/def2-TZVPD

Properties
E_LUMO	-3.894	eV
SMILES	O=C(OO)[C@H]1C[NH2+]1
gap between HOMO and LUMO	11.79	eV
charge	+1
relative energy (zero: lowest compared OMol25 entry of this formula, charge and spin)	532.5	kJ/mol
E_tot	-10828.44610	eV

Last column: natural (NBO) charge in e.
Cartesian coordinates (Å):
O -1.059 -0.983 -1.123  -0.529
C -0.600 0.077 -0.934  0.848
O -0.576 1.258 -1.340  -0.227
O -1.316 1.569 -2.565  -0.398
C 0.654 0.071 0.406  -0.160
C 0.216 -0.240 1.745  -0.208
N 0.697 -1.321 0.825  -0.523
H -1.159 2.439 -2.958  0.513
H 1.547 0.660 0.287  0.256
H 0.791 -0.087 2.561  0.242
H -0.856 -0.040 2.022  0.268
H 1.633 -1.679 0.872  0.455
H 0.029 -1.724 0.202  0.462

[19]
C3H6NO3 | ωB97M-V/def2-TZVPD

Properties
E_LUMO	-3.975	eV
gap between HOMO and LUMO	11.88	eV
charge	+1
relative energy (zero: lowest compared OMol25 entry of this formula, charge and spin)	399.0	kJ/mol
E_tot	-10829.82898	eV

Last column: natural (NBO) charge in e.
Cartesian coordinates (Å):
C 0.314 -0.405 0.023  0.861
C 1.249 0.541 0.560  -0.737
C -3.276 -0.383 0.065  0.142
N -2.253 -0.005 0.413  0.170
O 0.278 -1.641 0.383  -0.594
O -1.188 0.368 0.787  -0.375
O -0.017 -0.313 -1.310  -0.698
H 2.203 0.083 0.400  0.286
H 1.042 1.618 0.226  0.278
H 1.193 0.671 1.748  0.292
H -4.362 -0.523 -0.126  0.310
H -0.339 0.512 -1.701  0.530
H -0.214 -2.173 -0.355  0.534